# 1
{"formula": "C5H7ClOS", "method": "ωB97M-V with the def2-TZVPD basis set", "elements": ["C", "C", "C", "C", "C", "H", "H", "H", "H", "H", "H", "H", "O", "S", "Cl"], "positions_angstrom": [[1.49020, 0.19042, -1.02148], [0.81116, 1.07795, -0.02339], [-0.02474, 0.42406, 1.06621], [-0.85129, -0.80377, 0.65588], [-1.81614, -0.53376, -0.47790], [2.18586, 0.77453, -1.60026], [0.72187, -0.29788, -1.63288], [0.68759, 0.10615, 1.84791], [-0.65976, 1.16827, 1.47441], [-0.24386, -1.63099, 0.38327], [-1.41838, -1.15286, 1.49288], [-2.59939, -1.30182, -0.60611], [-1.74282, 0.40702, -1.23150], [1.00057, 2.67890, -0.09640], [2.45913, -1.10622, -0.23062]], "forces_ev_per_angstrom": [[-0.205, -0.178, 0.154], [-0.249, 0.017, 0.506], [0.899, -0.882, -0.562], [-0.293, 1.470, -0.382], [0.289, 0.074, -0.121], [0.006, 0.021, -0.346], [0.346, 0.118, -0.026], [-0.241, 0.129, -0.187], [-0.546, 0.721, 0.457], [0.720, -0.862, -0.442], [-0.482, -0.204, 0.670], [-0.126, 0.004, -0.066], [-0.040, -0.319, 0.359], [0.020, -0.120, -0.039], [-0.100, 0.012, 0.025]], "homo_energy_ev": -8.817, "gap_ev": 8.53, "lumo_energy_ha": -0.011, "total_energy_ev": -30702.8685, "smiles": "O=CCCC(=S)CCl", "relative_energy_kj_mol": 48.9}

***

# 2
{"formula": "C29H32N3", "method": "ωB97M-V with the def2-TZVPD basis set", "elements": ["C", "C", "C", "C", "C", "N", "C", "C", "N", "C", "C", "H", "H", "H", "H", "H", "H", "H", "H", "H", "H", "C", "C", "C", "C", "C", "N", "C", "C", "C", "C", "C", "C", "C", "C", "C", "C", "C", "C", "C", "C", "C", "H", "H", "H", "H", "H", "H", "H", "H", "H", "H", "H", "H", "H", "H", "H", "H", "H", "H", "H", "H", "H", "H"], "positions_angstrom": [[4.44985, 1.54115, 1.99608], [4.40083, 2.47143, 0.94813], [3.93870, 2.09697, -0.31856], [3.52595, 0.76373, -0.52240], [3.05460, 0.26678, -1.82484], [2.52313, -0.92025, -2.03628], [2.27788, -1.04194, -3.49489], [2.65502, 0.30904, -4.10937], [3.15694, 1.01763, -2.95189], [3.57604, -0.17424, 0.51760], [4.03806, 0.21609, 1.77754], [4.81410, 1.84697, 2.98089], [4.72225, 3.49924, 1.12037], [3.89817, 2.83540, -1.12373], [2.89720, -1.84282, -3.93179], [1.21774, -1.27203, -3.67250], [3.42723, 0.21039, -4.87382], [1.77386, 0.81855, -4.50435], [3.57412, 1.93884, -2.97412], [3.25813, -1.19930, 0.30873], [4.08268, -0.51609, 2.58296], [-1.51712, -1.53172, 3.99401], [-0.25659, -0.83874, 3.47556], [0.42879, -0.10004, 4.63281], [0.71826, -1.85610, 2.88493], [-0.65436, 0.13918, 2.38688], [-0.44319, 1.46014, 2.50820], [-0.89142, 2.14793, 1.38347], [-1.41535, 1.20337, 0.48561], [-1.86509, 1.64474, -0.75860], [-1.86429, 3.01916, -1.03431], [-1.35915, 3.94346, -0.10402], [-0.84346, 3.50870, 1.12322], [-1.29909, -0.11274, 1.13411], [-1.69849, -1.34304, 0.62587], [-2.45235, -1.54664, -0.58100], [-3.66244, -0.85873, -0.87254], [-4.31592, -1.05852, -2.08248], [-3.79097, -1.93085, -3.04428], [-4.45685, -2.06706, -4.37781], [-2.64311, -2.67328, -2.73535], [-2.00355, -2.51370, -1.51703], [-2.02611, -2.09046, 3.20194], [-1.24792, -2.22838, 4.79775], [-2.21791, -0.79055, 4.40006], [1.34988, 0.40004, 4.30512], [-0.24334, 0.63013, 5.10183], [0.70417, -0.83757, 5.39764], [1.60214, -1.34679, 2.47780], [1.04167, -2.54839, 3.67306], [0.26112, -2.43831, 2.08052], [-0.01160, 1.92591, 3.30397], [-2.20926, 0.93219, -1.50184], [-2.25814, 3.37868, -1.98585], [-1.36413, 5.00621, -0.34232], [-0.42274, 4.18525, 1.86668], [-1.38395, -2.23503, 1.16485], [-4.06470, -0.16206, -0.13321], [-5.24061, -0.51877, -2.29673], [-3.97023, -2.84714, -4.96835], [-5.51673, -2.32519, -4.27167], [-4.40475, -1.12984, -4.94534], [-2.24988, -3.37702, -3.47026], [-1.10371, -3.08395, -1.27665]], "forces_ev_per_angstrom": [[-0.146, -0.129, -0.278], [-0.102, -0.152, 0.024], [-0.082, -0.656, 0.404], [0.045, 0.042, 0.287], [-1.056, -1.880, -1.305], [0.718, 1.239, 0.561], [0.014, -0.183, 0.426], [-0.088, 0.289, -0.109], [0.562, 1.100, 0.265], [0.167, 0.398, 0.360], [-0.072, 0.298, -0.260], [-0.101, -0.107, -0.372], [-0.064, -0.287, -0.035], [0.017, -0.269, 0.320], [-0.320, 0.100, 0.341], [0.317, -0.111, 0.043], [-0.154, 0.120, -0.093], [0.133, 0.045, -0.262], [-0.147, -0.439, -0.143], [0.139, 0.392, 0.049], [0.059, 0.186, -0.129], [-0.329, -0.058, 0.170], [0.015, 0.482, -0.109], [0.027, -0.115, 0.068], [0.358, -0.169, -0.147], [0.597, 0.529, 1.052], [-0.075, -1.178, 0.186], [-0.409, 0.200, -0.996], [-0.071, 0.558, -0.086], [0.001, 0.364, -0.074], [0.248, -0.189, 0.306], [0.001, -0.287, 0.179], [-0.069, -0.024, -0.109], [-0.657, -0.606, -1.100], [0.713, 1.132, 0.952], [-0.956, -0.452, -1.187], [0.518, -0.073, 0.112], [0.197, 0.024, 0.340], [0.132, -0.027, 0.215], [-0.081, -0.159, -0.254], [-0.087, 0.149, -0.028], [0.075, 0.342, 0.596], [0.059, 0.072, 0.245], [-0.059, 0.144, -0.182], [0.071, -0.220, -0.056], [-0.144, -0.089, 0.076], [0.130, -0.127, -0.026], [-0.050, 0.247, -0.153], [-0.163, -0.179, 0.077], [-0.072, 0.151, -0.188], [0.232, 0.030, 0.205], [-0.119, -0.431, -0.210], [0.011, 0.296, 0.131], [0.178, -0.134, 0.265], [0.011, -0.278, 0.082], [-0.125, 0.003, -0.303], [-0.028, 0.132, -0.212], [0.093, -0.197, -0.255], [0.262, -0.152, 0.099], [-0.122, 0.113, 0.015], [0.179, 0.051, 0.008], [0.007, -0.138, 0.140], [-0.092, 0.173, 0.233], [-0.243, 0.095, -0.173]], "homo_energy_ev": -10.169, "gap_ev": 5.63, "lumo_energy_ha": -0.167, "total_energy_ev": -35057.0991, "total_charge": 1, "relative_energy_kj_mol": 89.7}

***

# 3
{"formula": "C4H8IN2", "method": "ωB97M-V with the def2-TZVPD basis set", "elements": ["C", "C", "C", "C", "N", "N", "I", "H", "H", "H", "H", "H", "H", "H", "H"], "positions_angstrom": [[-0.12260, 1.72124, 0.79394], [0.19332, 0.47357, -1.15278], [0.62831, -0.29554, 0.10182], [0.32446, -1.78417, 0.27510], [0.21206, 0.52276, 1.26479], [-0.20981, 1.74328, -0.51593], [3.00382, 0.04689, 0.04568], [-0.31302, 2.59944, 1.37378], [0.90401, 0.69959, -1.84821], [-0.68377, 0.01424, -1.76646], [1.07740, -2.38677, 0.80602], [0.19332, -2.11175, -0.73175], [-0.69262, -1.84564, 0.73691], [0.32722, 0.44693, 2.32023], [-0.49075, 2.48222, -1.08515]], "forces_ev_per_angstrom": [[-0.306, -0.708, -0.916], [-3.970, -0.592, 1.624], [2.707, -0.936, 1.459], [-0.832, 0.998, 0.049], [-0.314, 1.699, 0.324], [0.610, -1.389, 0.697], [-1.437, -0.407, 0.127], [-0.184, 0.199, 0.445], [2.273, 0.145, -1.578], [1.121, 0.528, 1.445], [-0.406, 0.500, -0.183], [0.145, -0.886, -0.644], [0.836, -0.153, -0.105], [0.232, -0.667, -2.199], [-0.475, 1.670, -0.544]], "homo_energy_ev": -13.288, "gap_ev": 8.68, "lumo_energy_ha": -0.169, "total_energy_ev": -15351.3677, "total_charge": 1, "smiles": "C[C@@]1(I)C[NH+]=CN1", "relative_energy_kj_mol": 71.3}

***

# 4
{"formula": "C17H39OP3STl", "method": "ωB97M-V with the def2-TZVPD basis set", "elements": ["Tl", "P", "P", "P", "H", "C", "C", "H", "C", "C", "C", "C", "C", "C", "C", "C", "C", "H", "H", "H", "H", "H", "H", "H", "H", "H", "H", "H", "H", "H", "H", "H", "H", "H", "H", "H", "H", "H", "H", "H", "H", "H", "H", "H", "H", "H", "C", "C", "C", "C", "C", "C", "S", "H", "H", "H", "H", "H", "H", "O", "H", "H"], "positions_angstrom": [[-0.21510, 0.42759, 0.80513], [-2.77749, -0.42131, 1.51632], [0.36260, 0.10276, 3.55877], [0.68053, -2.25299, 0.47770], [2.67516, 3.66423, -7.53853], [2.36357, 2.64247, -7.79821], [1.11791, 2.37579, -8.21228], [0.36077, 3.16832, -8.30342], [-3.85542, 1.05597, 1.51165], [-3.17279, -1.24415, 3.10213], [-3.55534, -1.49831, 0.25851], [2.11362, 0.60180, 3.70453], [-0.49068, 1.23515, 4.70245], [0.30745, -1.51699, 4.39013], [0.73137, -2.68328, -1.30055], [-0.00243, -3.73295, 1.31264], [2.45767, -2.18173, 0.95049], [3.12879, 1.85641, -7.73053], [0.81302, 1.36118, -8.50681], [-3.51754, 1.74440, 0.72067], [-3.78687, 1.56336, 2.48603], [-4.89721, 0.75284, 1.32609], [-2.80625, -0.63510, 3.94434], [-2.68683, -2.23278, 3.12730], [-4.26392, -1.37281, 3.18392], [-3.64439, -0.95359, -0.69564], [-4.55433, -1.80152, 0.61383], [-2.92400, -2.39152, 0.11369], [2.45450, 0.53145, 4.74560], [2.21765, 1.63889, 3.35541], [2.73594, -0.04270, 3.06786], [-0.21627, 1.00925, 5.74169], [-1.58057, 1.12683, 4.59336], [-0.20740, 2.27593, 4.48130], [0.56727, -1.40151, 5.45230], [1.02147, -2.20456, 3.91190], [-0.70399, -1.94308, 4.30653], [1.18889, -3.66449, -1.48179], [1.30089, -1.91949, -1.85044], [-0.29643, -2.69661, -1.69266], [0.68390, -4.59172, 1.28718], [-0.94058, -4.02740, 0.81995], [-0.21715, -3.48623, 2.36215], [3.04153, -2.98748, 0.48340], [2.56073, -2.25734, 2.04207], [2.86387, -1.21307, 0.62437], [0.25436, 0.90832, -2.59271], [1.60615, 0.96743, -2.15669], [2.58587, 1.57535, -2.93343], [2.25778, 2.14217, -4.16820], [0.93078, 2.10778, -4.60564], [-0.06488, 1.52373, -3.83195], [-0.98360, 0.09535, -1.74229], [1.46954, 1.07591, 0.89202], [1.85718, 0.54090, -1.17861], [3.61272, 1.60058, -2.57060], [3.02761, 2.59343, -4.78532], [0.66557, 2.53752, -5.56881], [-1.10721, 1.51133, -4.15418], [-1.09975, 2.97408, 1.48219], [-0.14787, 3.20742, 1.51200], [-1.30035, 2.85878, 2.43168]], "forces_ev_per_angstrom": [[0.096, -1.370, -0.121], [-1.417, 0.548, -0.144], [1.122, 0.121, 2.063], [0.668, -0.378, -0.184], [-0.145, -0.459, -0.174], [-0.301, -0.069, 0.008], [0.256, 0.043, 0.125], [0.402, -0.381, -0.007], [0.480, 0.262, -0.030], [0.840, -0.112, 0.088], [0.820, -0.126, -0.267], [-0.013, 0.135, -0.779], [-0.613, 0.342, -0.553], [-0.436, -0.501, -0.702], [-0.213, 0.078, -0.070], [-0.191, 0.087, 0.131], [-0.157, 0.037, 0.031], [-0.356, 0.366, -0.109], [0.173, 0.519, 0.135], [-0.268, -0.161, 0.287], [-0.086, -0.079, -0.337], [0.329, 0.038, 0.096], [-0.268, -0.292, -0.250], [-0.269, 0.279, 0.083], [0.333, 0.131, -0.142], [-0.012, -0.236, 0.351], [0.376, 0.169, -0.042], [-0.392, 0.231, -0.057], [-0.239, -0.060, -0.135], [0.060, -0.260, 0.146], [-0.101, 0.185, 0.235], [0.061, -0.068, -0.258], [0.301, 0.135, 0.194], [-0.087, -0.306, 0.116], [-0.025, 0.158, -0.274], [-0.220, 0.217, 0.218], [0.385, 0.051, 0.185], [-0.056, 0.200, 0.202], [-0.157, -0.250, 0.160], [0.337, -0.061, 0.038], [-0.105, 0.314, -0.094], [0.240, 0.069, 0.158], [0.027, -0.189, -0.289], [-0.210, 0.187, 0.143], [0.035, -0.002, -0.281], [0.018, -0.271, 0.081], [0.060, 0.071, 0.087], [0.993, 0.301, 0.086], [-0.285, -0.741, 1.316], [-0.234, -0.069, -0.225], [-1.111, -0.125, -0.002], [0.092, 0.211, -0.814], [0.317, 0.865, 0.228], [-1.136, 0.000, -0.044], [0.091, 0.131, -0.589], [-0.241, 0.003, -0.118], [-0.104, 0.003, 0.015], [0.125, -0.035, 0.159], [0.342, 0.064, -0.083], [0.967, -0.700, 0.742], [-0.642, 0.378, -0.247], [-0.254, 0.371, -0.486]], "homo_energy_ev": [-15.690, -15.667], "gap_ev": [2.57, 3.84], "lumo_energy_ha": [-0.482, -0.435], "total_energy_ev": -63674.4914, "total_charge": 3, "relative_energy_kj_mol": 415.6}

***

# 5
{"formula": "C3H11NO", "method": "ωB97M-V with the def2-TZVPD basis set", "elements": ["C", "N", "C", "C", "H", "H", "H", "H", "H", "H", "H", "H", "H", "H", "H", "O"], "positions_angstrom": [[-1.55391, 0.06111, -1.07548], [-0.29299, -0.09031, -0.38383], [0.48407, -1.23223, -0.81112], [0.51012, 1.12314, -0.43213], [-1.86805, -0.92551, -1.41234], [-1.48276, 0.73188, -1.94731], [-2.34796, 0.49603, -0.45544], [1.37749, -1.27885, -0.17550], [-0.00270, -2.20122, -0.63972], [0.79628, -1.26234, -1.86923], [1.47175, 1.03652, 0.07546], [-0.02893, 1.81964, 0.23840], [0.61461, 1.62022, -1.40321], [0.07175, 0.30204, 3.72427], [1.20009, -0.34885, 2.86491], [1.05115, 0.14872, 3.70228]], "forces_ev_per_angstrom": [[-0.031, 0.050, -0.096], [0.809, -0.016, -0.711], [0.322, -0.723, 0.315], [-1.120, 0.730, 1.603], [-0.226, 0.039, -0.048], [0.099, -0.192, -0.175], [0.163, -0.084, 0.262], [0.074, 0.081, -0.186], [-0.390, 0.299, 0.084], [-0.010, 0.360, -0.060], [0.105, -0.484, -0.268], [0.124, 0.246, -0.394], [0.068, -0.303, -0.327], [1.031, -0.248, -0.225], [-0.247, 0.338, 0.475], [-0.773, -0.093, -0.249]], "homo_energy_ev": [1.248, -4.854], "gap_ev": [3.16, 9.03], "lumo_energy_ha": [0.162, 0.153], "total_energy_ev": -6824.9326, "total_charge": -1, "multiplicity": 2, "s_squared": 0.750, "relative_energy_kj_mol": 64.1}

***

Repeat the third record exactly.
{"formula": "C4H8IN2", "method": "ωB97M-V with the def2-TZVPD basis set", "elements": ["C", "C", "C", "C", "N", "N", "I", "H", "H", "H", "H", "H", "H", "H", "H"], "positions_angstrom": [[-0.12260, 1.72124, 0.79394], [0.19332, 0.47357, -1.15278], [0.62831, -0.29554, 0.10182], [0.32446, -1.78417, 0.27510], [0.21206, 0.52276, 1.26479], [-0.20981, 1.74328, -0.51593], [3.00382, 0.04689, 0.04568], [-0.31302, 2.59944, 1.37378], [0.90401, 0.69959, -1.84821], [-0.68377, 0.01424, -1.76646], [1.07740, -2.38677, 0.80602], [0.19332, -2.11175, -0.73175], [-0.69262, -1.84564, 0.73691], [0.32722, 0.44693, 2.32023], [-0.49075, 2.48222, -1.08515]], "forces_ev_per_angstrom": [[-0.306, -0.708, -0.916], [-3.970, -0.592, 1.624], [2.707, -0.936, 1.459], [-0.832, 0.998, 0.049], [-0.314, 1.699, 0.324], [0.610, -1.389, 0.697], [-1.437, -0.407, 0.127], [-0.184, 0.199, 0.445], [2.273, 0.145, -1.578], [1.121, 0.528, 1.445], [-0.406, 0.500, -0.183], [0.145, -0.886, -0.644], [0.836, -0.153, -0.105], [0.232, -0.667, -2.199], [-0.475, 1.670, -0.544]], "homo_energy_ev": -13.288, "gap_ev": 8.68, "lumo_energy_ha": -0.169, "total_energy_ev": -15351.3677, "total_charge": 1, "smiles": "C[C@@]1(I)C[NH+]=CN1", "relative_energy_kj_mol": 71.3}